Model P:
ORCA calculation (ωB97M-V with the def2-TZVPD basis set) on a cluster of 2 separate species, C4H8N3 in total.

- Net charge: +1
- HOMO-LUMO gap (spin up / spin down): 7.0 / 8.6 eV
- Highest occupied orbital energy (spin up / spin down): -11.20 / -12.80 eV

Positions of all 15 atoms, in Å:
C  -2.34478  0.41906  0.29630
C  -1.14956  1.00468  0.21374
C  -0.78104  -1.16115  -0.01168
C  1.17894  0.37870  0.29689
N  -2.10526  -0.96505  0.19243
N  -0.19077  0.05487  0.14791
N  2.17323  -0.47340  0.39156
H  -3.38433  0.91814  0.30900
H  -0.93716  2.11288  0.17089
H  -0.30381  -2.18186  -0.17644
H  1.29604  1.14259  -1.70597
H  1.48393  1.38655  0.68621
H  -2.86296  -1.61760  0.15578
H  3.10604  -0.14792  0.81205
H  2.10635  -1.37135  -0.10346

Model Q:
ORCA calculation (ωB97M-V with the def2-TZVPD basis set) on the ion C4H8N3 with charge +1.

- SMILES: CC[n+]1cnc[nH]1
- Net charge: +1
- HOMO-LUMO gap: 10.5 eV
- Highest occupied orbital energy: -15.68 eV

Positions of all 15 atoms, in Å:
C  -1.21607  0.76138  -1.62480
C  -1.23645  0.13715  -0.22651
N  0.02126  -0.33029  0.24155
C  0.80116  -1.32927  0.04088
N  1.90937  -1.44516  0.74893
C  1.98863  -0.35678  1.46931
N  0.98463  0.48667  1.42773
H  -2.16851  1.13519  -1.91586
H  -1.00183  0.18045  -2.47698
H  -0.44973  1.55790  -1.56309
H  -1.95663  -0.64151  -0.23876
H  -1.59399  1.00549  0.42014
H  0.33280  -2.24600  -0.46106
H  2.77317  -0.34789  2.31002
H  0.81219  1.43268  1.84851

Which of them is least stable? Easy: model P.

Model P:
ORCA calculation (ωB97M-V with the def2-TZVPD basis set) on a cluster of 2 separate species, C6H11NO in total.

- HOMO-LUMO gap: 9.3 eV
- Highest occupied orbital energy: -8.80 eV

Positions of all 19 atoms, in Å:
C  -0.07657  0.52039  -0.17132
C  -1.85612  -0.79940  0.17083
C  0.47616  -1.84209  -0.38884
C  -0.50306  1.71159  0.64851
N  -0.06258  -0.71960  0.39194
O  -0.15764  0.65429  -1.52301
C  1.96954  0.54389  0.17480
C  3.15161  0.69288  0.41886
H  -0.69383  1.42624  -1.74679
H  -0.11252  -2.73412  -0.15830
H  0.46355  -1.69129  -1.46931
H  -2.44574  0.08358  0.39809
H  -2.06286  -1.16277  -0.83310
H  -2.03075  -1.55483  0.93133
H  1.50649  -1.99773  -0.07487
H  -1.41884  2.17118  0.26844
H  -0.62217  1.44678  1.69869
H  0.29898  2.45311  0.57387
H  4.17636  0.79790  0.69018

Model Q:
ORCA calculation (ωB97M-V with the def2-TZVPD basis set) on a structure of composition C6H11NO.

- HOMO-LUMO gap: 8.3 eV
- Highest occupied orbital energy: -7.90 eV

Positions of all 19 atoms, in Å:
C  -0.47083  -0.31343  1.45138
C  -1.81053  -0.58217  0.80245
C  0.72897  0.08886  -1.39854
C  1.35499  -0.40679  -0.29936
N  -0.02100  1.85451  -0.07076
C  0.00659  1.28826  -1.26545
C  2.41225  -0.80192  0.35236
O  0.64635  -0.68028  -2.55177
H  -0.26531  -0.69388  -2.86522
H  -0.07136  0.89370  0.77846
H  -0.69973  2.60371  0.02026
H  -0.63743  1.61551  -2.08158
H  0.08980  -1.22515  1.63102
H  -0.53538  0.22299  2.40188
H  3.40322  -0.65732  -0.06835
H  2.35452  -1.27236  1.32636
H  -1.69765  -0.66163  -0.28825
H  -2.51201  0.23625  0.97554
H  -2.27546  -1.50886  1.14957

Model R:
ORCA calculation (ωB97M-V with the def2-TZVPD basis set) on an isolated molecule of C6H11NO.

- SMILES: C[C@@]12CNC[C@@]1(O)C2
- HOMO-LUMO gap: 8.0 eV
- Highest occupied orbital energy: -7.28 eV

Positions of all 19 atoms, in Å:
C  -1.99895  -0.61150  -0.23712
C  -0.87666  0.03785  0.36552
C  0.43199  -0.59805  1.21928
N  1.01520  -1.43271  0.16629
C  0.53659  -0.65941  -0.99613
C  0.30190  0.77111  -0.70492
O  1.37532  1.14903  -0.06904
C  -0.93080  1.32301  0.35721
H  -2.04160  -1.81300  0.11155
H  -3.10901  -0.16287  0.00813
H  -1.88371  -0.42619  -1.40656
H  0.31362  -1.25945  2.09945
H  1.22722  0.29584  1.52621
H  1.96936  -1.83539  0.05896
H  -0.18755  -1.05795  -1.80236
H  1.38243  -0.51045  -1.86510
H  1.81190  2.10474  -0.32466
H  -1.88102  1.91850  -0.16933
H  -0.49503  2.00491  1.12897

Model S:
ORCA calculation (ωB97M-V with the def2-TZVPD basis set) on an isolated molecule of C6H11NO.

- SMILES: CC1=C(CO)CNC1
- HOMO-LUMO gap: 9.3 eV
- Highest occupied orbital energy: -8.49 eV

Positions of all 19 atoms, in Å:
C  1.86678  0.19646  0.93374
C  0.66867  -0.47178  0.35312
C  -0.04107  0.05303  -0.62546
C  0.12640  1.48791  -1.07181
O  -0.13098  2.39777  -0.11657
C  -1.32629  -0.66356  -0.66324
N  -0.96273  -1.90277  -0.02834
C  -0.08352  -1.54360  1.03651
H  1.72080  1.26612  0.80308
H  2.62767  0.03929  0.17523
H  2.28435  -0.17724  1.88605
H  -0.50483  1.57152  -2.02334
H  1.13436  1.63537  -1.48346
H  -1.02849  2.17448  0.16436
H  -1.76359  -0.76715  -1.68928
H  -2.06144  -0.23490  0.08102
H  -1.83503  -2.36383  0.19003
H  -0.61412  -0.99136  1.77203
H  0.56146  -2.36578  1.47806

Which of them is least stable? Easy: model R.

Model P:
ORCA calculation (ωB97M-V with the def2-TZVPD basis set) on an isolated molecule of C6H11NO.

- SMILES: NCC/C=C/C=C/O
- HOMO-LUMO gap: 9.3 eV
- Highest occupied orbital energy: -8.38 eV

Positions of all 19 atoms, in Å:
N  -3.29441  1.04821  0.47637
C  -2.39547  0.43250  -0.54121
C  -1.57420  -0.67135  0.19507
C  -0.18306  -0.29842  0.67166
C  0.87251  -0.23943  -0.13248
C  2.27541  -0.40577  0.30471
C  3.35661  -0.00230  -0.36571
O  4.56130  -0.56459  -0.02048
H  -2.74604  1.75222  0.94244
H  -4.14730  1.41711  0.06686
H  -1.70489  1.13829  -1.01799
H  -2.91416  0.20285  -1.47577
H  -2.19157  -0.92997  1.04982
H  -1.51008  -1.53357  -0.47077
H  -0.10779  -0.31411  1.75291
H  0.79467  -0.29936  -1.21238
H  2.34129  -1.14695  1.10327
H  3.25431  0.38765  -1.36801
H  5.31288  0.02701  0.04170

Model Q:
ORCA calculation (ωB97M-V with the def2-TZVPD basis set) on a structure of composition C6H11NO.

- HOMO-LUMO gap: 9.4 eV
- Highest occupied orbital energy: -8.50 eV

Positions of all 19 atoms, in Å:
C  0.43061  -0.90329  0.33576
C  -0.59803  -0.45468  1.18033
C  -0.75513  0.97261  0.57812
C  -0.71560  1.20303  -0.74125
C  -0.12209  -0.85311  -1.06847
C  0.82586  -1.93820  -0.74902
H  1.34662  0.89462  -0.12697
H  2.41258  -0.24645  0.50300
H  -0.31482  -0.00169  2.26855
H  -1.54583  -0.99983  1.52845
H  -0.14761  1.66191  1.09059
H  -1.60985  1.53980  0.88860
H  -0.05734  2.39010  -0.58464
H  -1.88619  1.66755  -1.31041
H  -1.07286  -1.03654  -1.11732
H  0.39651  -2.95585  -0.48542
H  1.93074  -1.49369  -1.17731
N  1.34849  0.21410  0.57250
O  0.13393  0.33959  -1.58508

Model R:
ORCA calculation (ωB97M-V with the def2-TZVPD basis set) on an isolated molecule of C6H11NO.

- SMILES: C=CCCNC(C)=O
- HOMO-LUMO gap: 10.4 eV
- Highest occupied orbital energy: -9.50 eV

Positions of all 19 atoms, in Å:
C  -2.35649  1.08137  -2.34396
C  -1.93568  0.28215  -1.38139
C  -0.56086  -0.22006  -1.11805
C  0.05984  0.48847  0.11389
N  0.04058  -0.40062  1.28251
C  1.10456  -0.82055  2.00926
C  2.48200  -0.42995  1.58423
O  0.95604  -1.51849  3.00365
H  -3.42680  1.25185  -2.47435
H  -1.72251  1.60785  -3.03794
H  -2.62416  -0.16310  -0.67294
H  -0.44190  -1.30192  -1.01385
H  0.15267  -0.13547  -1.97885
H  1.09032  0.78297  -0.12478
H  -0.45515  1.42182  0.32198
H  -0.86398  -0.81469  1.43928
H  2.57797  0.63743  1.40357
H  3.14854  -0.81491  2.36277
H  2.77501  -0.93415  0.62498

Which of them is least stable? Easy: model Q.

Model P:
ORCA calculation (ωB97M-V with the def2-TZVPD basis set) on a cluster of 2 separate species, C6H11NO in total.

- SMILES: C=CC=O.C=CNC
- HOMO-LUMO gap: 9.2 eV
- Highest occupied orbital energy: -8.34 eV

Positions of all 19 atoms, in Å:
C  0.58577  -2.21194  -1.49403
C  1.06209  -1.44317  -0.50695
C  1.46874  0.15043  -0.80250
O  1.39026  0.66029  -1.90425
H  0.74700  -3.28474  -1.50994
H  0.09497  -1.78980  -2.36703
H  1.63766  -1.89180  0.29657
H  2.20748  0.43228  -0.03614
C  -1.69195  -0.52947  1.14218
C  -0.43237  -0.05840  1.27872
N  0.06757  1.16628  0.77806
C  -0.76074  2.11259  0.02713
H  -2.34125  -0.19867  0.34037
H  -1.99139  -1.41751  1.68620
H  0.17886  -0.42565  2.10169
H  0.62693  1.65846  1.47727
H  -1.28996  1.59249  -0.77226
H  -0.10714  2.85553  -0.43481
H  -1.45251  2.62281  0.69972

Model Q:
ORCA calculation (ωB97M-V with the def2-TZVPD basis set) on an isolated molecule of C6H11NO.

- SMILES: N[C@@H]1CC[C@@H]2[C@@H](O)[C@H]21
- HOMO-LUMO gap: 9.2 eV
- Highest occupied orbital energy: -8.46 eV

Positions of all 19 atoms, in Å:
N  -0.69222  -1.50728  1.85166
C  -0.54102  -0.61726  0.60275
C  -0.46414  -1.39348  -0.62732
C  0.19548  -0.32746  -1.68597
C  0.02530  0.84598  -0.83235
C  0.75376  1.81867  0.03420
O  0.10343  3.06068  0.37726
C  0.58160  0.44779  0.53399
H  -0.50746  -0.83550  2.68790
H  -0.06839  -2.48381  1.76993
H  -1.36374  -0.02597  0.65786
H  -1.40500  -1.97834  -1.05233
H  0.35610  -2.11624  -0.41523
H  -0.42864  -0.26045  -2.75406
H  1.12903  -0.76865  -2.12171
H  -1.04444  1.13019  -0.71015
H  1.83956  2.08995  -0.23487
H  0.06073  3.00368  1.40323
H  1.47005  -0.08251  0.51519

Model R:
ORCA calculation (ωB97M-V with the def2-TZVPD basis set) on an isolated molecule of C6H11NO.

- HOMO-LUMO gap: 4.2 eV
- Highest occupied orbital energy: -6.89 eV

Positions of all 19 atoms, in Å:
C  -0.79890  0.12574  -1.20223
N  -1.89257  -0.70055  -0.86614
C  -2.49784  -0.24384  0.47180
O  -2.31853  1.07960  0.59612
C  0.02114  0.68915  -0.00013
C  1.43193  0.99953  -0.17804
C  2.47269  0.09967  0.08081
C  2.39271  -1.01352  0.88876
H  -1.17152  0.97308  -1.77711
H  -0.04115  -0.32542  -1.85245
H  -3.56323  -0.53438  0.39235
H  -2.04551  -0.74164  1.35755
H  -0.02175  0.04681  0.88822
H  -0.43518  1.65229  0.26909
H  1.73264  1.98997  -0.51164
H  -1.72452  -1.69929  -0.83204
H  3.44314  0.19799  -0.39863
H  1.69610  -1.02590  1.71891
H  3.32033  -1.56929  0.95480

Which of them is least stable? Easy: model R.